C37H72BClF3N2O8 | wB97M-V/def2-TZVPD

Last columns: bonded neighbours and bond lengths (Å).
CARTESIAN COORDINATES (ANGSTROEM)
1 C -4.731 -1.674 -6.493  C2 1.515, H37 1.086, H38 1.087, H39 1.086
2 C -3.435 -2.308 -6.956  C1 1.515, O3 1.425, H40 1.092, H41 1.089
3 O -2.632 -2.648 -5.829  C2 1.425, C4 1.397
4 C -1.488 -1.859 -5.686  O3 1.397, C5 1.491, H42 1.093, H43 1.095
5 C -0.673 -2.420 -4.569  C4 1.491, N6 1.286, C21 1.514
6 N 0.251 -3.303 -4.708  C5 1.286, B7 1.539, C12 1.470
7 B 0.557 -3.968 -6.062  N6 1.539, O8 1.344, N9 1.430
8 O 1.503 -3.336 -6.776  B7 1.344, H44 0.961
9 N -0.210 -5.126 -6.401  B7 1.430, C10 1.475, C11 1.483
10 C -0.540 -5.244 -7.834  N9 1.475, H45 1.083, H46 1.091, H47 1.088
11 C 0.304 -6.378 -5.793  N9 1.483, H48 1.089, H49 1.085, H50 1.089
12 C 0.976 -3.608 -3.466  N6 1.470, C13 1.532, C16 1.537, H51 1.084
13 C 2.476 -3.680 -3.768  C12 1.532, O14 1.397, H52 1.094, H53 1.096
14 O 3.125 -3.613 -2.533  C13 1.397, C15 1.423
15 C 4.541 -3.725 -2.629  O14 1.423, H54 1.087, H55 1.088, H56 1.086
16 C 0.612 -2.386 -2.610  C12 1.537, C17 1.540, C21 1.541, H57 1.092
17 C 0.763 -2.497 -1.081  C16 1.540, F18 1.353, F19 1.354, F20 1.359
18 F -0.318 -2.010 -0.429  C17 1.353
19 F 1.832 -1.772 -0.675  C17 1.354
20 F 0.933 -3.785 -0.681  C17 1.359
21 C -0.805 -2.043 -3.108  C5 1.514, C16 1.541, Cl22 1.857, C23 1.533
22 Cl -1.904 -3.435 -2.559  C21 1.857
23 C -1.418 -0.690 -2.729  C21 1.533, C24 1.521, H58 1.089, H59 1.089
24 C -2.729 -0.670 -1.958  C23 1.521, C25 1.537, H60 1.085, H61 1.087
25 C -3.181 0.772 -1.677  C24 1.537, C26 1.527, H62 1.089, H63 1.089
26 C -4.267 0.789 -0.605  C25 1.527, C27 1.553, H64 1.088, H65 1.088
27 C -3.776 0.912 0.863  C26 1.553, C28 1.523, H66 1.090, H67 1.086
28 C -2.364 0.438 1.181  C27 1.523, C29 1.548, H68 1.087, H69 1.090
29 C -1.927 1.014 2.550  C28 1.548, C30 1.548, H70 1.086, H71 1.086
30 C -1.592 2.521 2.430  C29 1.548, C31 1.538, H72 1.093, H73 1.087
31 C -0.194 2.921 2.931  C30 1.538, C32 1.543, H74 1.087, H75 1.084
32 C -0.136 4.449 3.138  C31 1.543, C33 1.530, H76 1.087, H77 1.089
33 C 0.405 5.153 1.892  C32 1.530, C34 1.514, H78 1.089, H79 1.089
34 C 0.459 6.655 2.074  C33 1.514, O35 1.416, H80 1.094, H81 1.095
35 O 0.564 7.276 0.806  C34 1.416, C36 1.409
36 C 0.625 8.681 0.890  O35 1.409, H82 1.085, H83 1.092, H84 1.091
37 H -5.096 -2.208 -5.621  C1 1.086
38 H -4.572 -0.637 -6.209  C1 1.087
39 H -5.457 -1.715 -7.299  C1 1.086
40 H -2.927 -1.628 -7.642  C2 1.092
41 H -3.630 -3.217 -7.522  C2 1.089
42 H -1.747 -0.836 -5.403  C4 1.093
43 H -0.905 -1.782 -6.610  C4 1.095
44 H 1.800 -3.840 -7.537  O8 0.961
45 H -0.817 -6.269 -8.049  C10 1.083
46 H 0.254 -4.917 -8.508  C10 1.091
47 H -1.416 -4.636 -8.045  C10 1.088
48 H -0.472 -6.843 -5.187  C11 1.089
49 H 0.596 -7.094 -6.554  C11 1.085
50 H 1.150 -6.201 -5.130  C11 1.089
51 H 0.701 -4.559 -3.024  C12 1.084
52 H 2.778 -2.844 -4.406  C13 1.094
53 H 2.732 -4.622 -4.267  C13 1.096
54 H 4.896 -3.576 -3.645  C15 1.087
55 H 4.851 -4.701 -2.261  C15 1.088
56 H 4.981 -2.978 -1.976  C15 1.086
57 H 1.225 -1.539 -2.924  C16 1.092
58 H -1.598 -0.125 -3.643  C23 1.089
59 H -0.673 -0.123 -2.174  C23 1.089
60 H -2.636 -1.174 -1.001  C24 1.085
61 H -3.522 -1.129 -2.542  C24 1.087
62 H -3.592 1.181 -2.599  C25 1.089
63 H -2.328 1.398 -1.417  C25 1.089
64 H -4.902 -0.087 -0.723  C26 1.088
65 H -4.896 1.654 -0.809  C26 1.088
66 H -4.439 0.295 1.470  C27 1.090
67 H -3.942 1.934 1.191  C27 1.086
68 H -1.622 0.775 0.462  C28 1.087
69 H -2.339 -0.648 1.274  C28 1.090
70 H -2.762 0.902 3.235  C29 1.086
71 H -1.049 0.488 2.910  C29 1.086
72 H -1.639 2.798 1.374  C30 1.093
73 H -2.368 3.097 2.927  C30 1.087
74 H 0.521 2.655 2.155  C31 1.087
75 H 0.004 2.418 3.871  C31 1.084
76 H -1.133 4.842 3.317  C32 1.087
77 H 0.504 4.679 3.989  C32 1.089
78 H 1.408 4.792 1.674  C33 1.089
79 H -0.241 4.940 1.041  C33 1.089
80 H 1.319 6.917 2.696  C34 1.094
81 H -0.450 7.016 2.568  C34 1.095
82 H 1.276 9.060 0.108  C36 1.085
83 H 1.049 9.001 1.845  C36 1.092
84 H -0.368 9.126 0.811  C36 1.091
85 C -1.000 -0.177 7.850  C86 1.510, H89 1.088, H90 1.091, H91 1.091
86 C -0.247 0.750 6.926  C85 1.510, O87 1.210, C88 1.507
87 O -0.790 1.267 5.976  C86 1.210
88 C 1.203 0.997 7.253  C86 1.507, H92 1.091, H93 1.088, H94 1.089
89 H -2.029 -0.271 7.512  C85 1.088
90 H -0.531 -1.162 7.854  C85 1.091
91 H -0.990 0.221 8.865  C85 1.091
92 H 1.756 0.057 7.235  C88 1.091
93 H 1.296 1.435 8.244  C88 1.088
94 H 1.630 1.679 6.520  C88 1.089
95 C -7.634 -1.097 -2.946  C96 1.509, H99 1.088, H100 1.091, H101 1.091
96 C -6.898 0.118 -3.455  C95 1.509, O97 1.210, C98 1.508
97 O -5.717 0.276 -3.243  C96 1.210
98 C -7.699 1.125 -4.241  C96 1.508, H102 1.091, H103 1.091, H104 1.087
99 H -6.945 -1.736 -2.398  C95 1.088
100 H -8.443 -0.793 -2.281  C95 1.091
101 H -8.055 -1.657 -3.782  C95 1.091
102 H -8.511 1.518 -3.628  C98 1.091
103 H -8.123 0.654 -5.130  C98 1.091
104 H -7.054 1.946 -4.545  C98 1.087
105 C 5.116 1.122 7.924  C106 1.507, H109 1.088, H110 1.089, H111 1.089
106 C 4.527 1.907 9.067  C105 1.507, O107 1.210, C108 1.509
107 O 3.389 1.743 9.446  C106 1.210
108 C 5.433 2.920 9.724  C106 1.509, H112 1.091, H113 1.091, H114 1.087
109 H 4.373 0.428 7.537  C105 1.088
110 H 5.428 1.796 7.128  C105 1.089
111 H 5.986 0.562 8.265  C105 1.089
112 H 5.756 3.661 8.992  C108 1.091
113 H 6.314 2.423 10.132  C108 1.091
114 H 4.898 3.419 10.529  C108 1.087
115 C 8.218 1.601 3.796  C116 1.510, H119 1.087, H120 1.091, H121 1.091
116 C 8.115 0.789 5.064  C115 1.510, O117 1.208, C118 1.509
117 O 7.674 1.262 6.084  C116 1.208
118 C 8.590 -0.642 4.998  C116 1.509, H122 1.091, H123 1.091, H124 1.087
119 H 7.846 2.606 3.976  C115 1.087
120 H 9.258 1.656 3.471  C115 1.091
121 H 7.626 1.136 3.005  C115 1.091
122 H 9.645 -0.674 4.720  C118 1.091
123 H 8.013 -1.194 4.254  C118 1.091
124 H 8.464 -1.113 5.970  C118 1.087

- orbital gap (hartree) = 0.24260
- charge = +1
- E_tot (eV) = -80243.39007
- E_LUMO (eV) = -3.75
- HOMO energy (eV) = -10.4

Here are the Mulliken charges for atoms 1 to 8, given in e: atom 1 (C): -1.303, atom 2 (C): -0.383, atom 3 (O): -0.263, atom 4 (C): -1.501, atom 5 (C): -0.524, atom 6 (N): 0.357, atom 7 (B): 0.760, atom 8 (O): -0.546